# 1
The following is a DFT calculation (ωB97M-V with the def2-TZVPD basis set) of C2H5N3O in the gas phase in a non-equilibrium geometry.

Properties
Lowest unoccupied orbital energy (eV): 1.00
Net charge: 0
HOMO-LUMO gap (eV): 9.689
HOMO (hartree): -0.31915
M (g mol⁻¹): 87.1
Structure (SMILES): C=NN/C=N/O
F_max (eV/Å): 3.1

The geometry in XYZ format:
```
11
Properties=species:S:1:pos:R:3:nbo_charge:R:1
C -1.303 -1.251 -1.082 -0.1385
N -0.104 -1.648 -0.923 -0.2493
N 0.913 -0.825 -0.423 -0.4433
C 0.786 0.298 0.362 0.1933
N -0.282 0.960 0.560 -0.2304
O 0.056 2.125 1.253 -0.5737
H -1.978 -1.992 -1.552 0.1827
H -1.750 -0.278 -0.736 0.1992
H 1.749 -1.501 -0.230 0.4027
H 1.767 0.601 0.796 0.1815
H -0.834 2.471 1.521 0.4759
```



# 2
The following is a DFT calculation (ωB97M-V with the def2-TZVPD basis set) of 18 unconnected molecules or ions with the total composition C50H131N5O18 in a non-equilibrium geometry.

Properties
Lowest unoccupied orbital energy (alpha / beta) (eV): 1.70 / 1.67
2S+1: 2
Net charge: -1
HOMO-LUMO gap (alpha / beta) (eV): 1.692 / 8.157
HOMO (alpha / beta) (hartree): 0.00031 / -0.23855
M (g mol⁻¹): 1090.6
F_max (eV/Å): 4.0

The geometry in XYZ format:
```
204
Properties=species:S:1:pos:R:3:mulliken_charge:R:1
C -3.416 8.356 -1.404 -0.7338
O -3.962 7.069 -1.243 -0.4737
H -3.414 8.552 -2.477 0.4208
H -4.124 9.032 -0.926 0.2431
H -2.385 8.436 -1.060 0.1320
H -3.280 6.454 -1.521 0.2978
C -0.097 11.149 -0.765 -1.3758
O -0.049 10.875 0.605 -0.0017
H -0.277 12.180 -1.069 0.2800
H 0.717 10.645 -1.285 0.3382
H -0.955 10.571 -1.108 0.0590
H -0.839 11.336 0.896 0.1107
C -5.667 9.559 3.956 -0.2062
O -6.967 10.080 4.228 -0.5663
H -5.479 8.503 4.154 0.1437
H -5.469 9.732 2.898 0.3762
H -4.852 10.157 4.363 -0.0102
H -7.206 10.809 3.650 0.3048
C -0.908 2.351 1.645 -0.0876
O -0.179 2.307 0.426 -0.6131
H -0.201 2.563 2.447 0.1196
H -1.577 3.200 1.506 -0.0727
H -1.494 1.437 1.740 0.2834
H 0.034 3.229 0.263 0.4035
C 2.975 11.277 6.918 0.0420
O 3.938 11.174 5.860 -0.5403
H 2.727 10.301 7.335 0.1822
H 3.344 11.959 7.683 0.3898
H 2.100 11.785 6.512 -0.2528
H 3.746 10.414 5.306 0.2563
C -0.116 8.142 8.231 -1.1054
C -1.158 9.095 8.812 2.2430
C -2.201 9.383 7.623 -0.0469
C -3.217 8.198 7.405 1.0334
C -3.909 7.956 8.732 -2.1545
C -2.992 7.545 9.936 2.4823
N -1.862 8.538 10.023 0.1901
O -0.955 8.436 11.097 -0.5073
C -3.868 7.545 11.191 -2.1714
C -2.424 6.133 9.657 -1.5492
C -0.480 10.384 9.113 -2.0696
H 0.642 7.883 8.970 0.6898
H 0.487 8.600 7.448 -0.0389
H -0.514 7.208 7.833 -0.2138
H -2.748 10.314 7.774 0.5801
H -1.744 9.546 6.647 -0.7830
H -2.749 7.267 7.086 -1.0290
H -3.971 8.428 6.652 0.3481
H -4.513 7.078 8.503 0.4810
H -4.509 8.839 8.948 0.4235
H -3.355 7.000 11.982 0.3694
H -4.070 8.558 11.541 0.4785
H -4.810 7.038 10.983 0.3828
H -3.204 5.377 9.746 0.5441
H -1.933 6.111 8.684 -0.4184
H -1.705 5.774 10.393 0.5119
H 0.118 10.377 10.024 0.3526
H -1.207 11.163 9.342 0.5441
H 0.036 10.879 8.289 0.1702
H -0.388 7.694 10.877 0.3954
C 0.496 15.021 3.925 -1.8125
C -0.458 13.988 3.203 1.8336
C -0.025 12.570 3.668 -0.0811
C -0.610 12.123 5.039 0.4990
C -2.112 12.333 5.110 -0.9260
C -2.509 13.834 4.729 2.1018
N -1.903 14.137 3.429 0.2378
O -2.399 15.301 2.865 -0.4891
C -4.036 13.639 4.470 -1.9698
C -2.231 14.880 5.838 -1.8619
C -0.050 14.150 1.823 -1.8692
H 0.648 14.928 5.000 0.2646
H 0.166 16.015 3.624 0.4633
H 1.515 15.129 3.553 0.4800
H -0.230 11.784 2.941 -1.3196
H 1.050 12.467 3.815 0.7559
H -0.020 12.556 5.846 0.1827
H -0.460 11.050 5.153 -0.6675
H -2.378 12.136 6.149 0.3320
H -2.597 11.584 4.485 -0.0467
H -4.530 14.602 4.337 0.4230
H -4.296 12.950 3.667 0.3866
H -4.512 13.216 5.354 0.4296
H -2.925 14.730 6.666 0.4644
H -1.212 14.912 6.224 0.2826
H -2.488 15.881 5.491 0.4043
H 0.957 13.843 1.540 0.4082
H -0.417 15.116 1.476 0.4936
H -0.672 13.513 1.194 0.2649
H -1.910 16.028 3.257 0.3702
C -1.655 1.858 9.928 -1.9115
C -0.267 2.305 9.430 1.9416
C 0.641 1.054 9.797 -1.2953
C 1.979 0.954 9.003 -0.7691
C 1.734 0.980 7.465 -1.2122
C 0.969 2.295 7.133 1.8597
N -0.296 2.424 7.947 -0.3102
O -1.143 3.429 7.421 1.7148
C 1.911 3.467 7.437 -1.4309
C 0.632 2.180 5.618 -1.9620
C 0.149 3.605 10.185 -1.3448
H -2.439 2.576 9.690 0.1400
H -1.629 1.743 11.011 0.6007
H -2.024 0.882 9.616 0.1817
H 1.061 1.113 10.801 0.3442
H 0.065 0.129 9.824 0.4287
H 2.526 0.022 9.151 0.4969
H 2.683 1.729 9.305 0.3522
H 1.138 0.154 7.077 0.4206
H 2.673 0.871 6.924 0.4119
H 2.386 3.512 8.416 0.2368
H 2.720 3.480 6.707 0.5596
H 1.442 4.451 7.431 -0.2359
H 1.539 2.006 5.039 0.5659
H -0.199 1.549 5.301 0.1873
H 0.271 3.153 5.285 -0.0671
H -0.374 3.685 11.138 0.5820
H -0.136 4.486 9.610 -0.2872
H 1.215 3.677 10.398 0.3640
H -1.966 2.937 7.455 -0.6394
C -4.464 4.668 6.424 -1.6407
C -4.931 3.318 5.829 1.6516
C -4.413 3.369 4.303 -0.2951
C -4.263 1.933 3.746 -1.3375
C -3.469 0.972 4.650 -0.4416
C -4.104 0.862 6.075 1.4255
N -4.292 2.198 6.549 1.6417
O -4.533 2.300 7.901 -0.4678
C -5.388 0.087 5.997 -1.9064
C -3.105 -0.009 6.955 -1.6835
C -6.492 3.291 5.829 -1.9258
H -4.863 5.429 5.752 0.4659
H -3.378 4.697 6.503 -0.4197
H -4.852 4.789 7.435 0.6199
H -5.168 3.850 3.683 0.8809
H -3.488 3.933 4.180 -0.7566
H -3.834 1.779 2.755 0.5284
H -5.251 1.520 3.545 0.4294
H -2.434 1.286 4.782 -0.6044
H -3.398 0.017 4.130 0.3693
H -6.014 0.403 5.162 0.3292
H -5.207 -0.986 5.933 0.4754
H -6.065 0.202 6.843 0.2651
H -2.158 0.529 6.962 0.1720
H -3.353 -0.250 7.988 0.4289
H -2.830 -0.984 6.553 0.4849
H -6.930 4.044 5.174 0.4311
H -6.916 3.461 6.819 0.4090
H -6.863 2.329 5.475 0.3562
H -5.435 1.971 7.874 0.2659
C -2.678 6.187 1.964 -1.5399
C -1.572 6.796 2.934 1.6481
C -1.365 5.812 4.066 -0.0045
C -0.199 6.220 4.957 2.0596
C 1.118 6.545 4.159 -2.0121
C 0.961 7.407 2.900 3.0456
N -0.264 6.960 2.192 1.3419
O -0.472 7.557 0.950 -0.2311
C 1.140 8.888 3.348 -0.3031
C 2.149 7.025 1.997 -3.8543
C -2.052 8.177 3.449 -1.1660
H -2.190 5.493 1.281 0.1778
H -3.264 6.958 1.463 0.2253
H -3.418 5.594 2.501 0.1764
H -2.225 5.764 4.735 -0.3395
H -1.426 4.758 3.793 -0.1689
H 0.007 5.440 5.691 -0.3359
H -0.295 7.125 5.556 -1.2933
H 1.587 5.607 3.861 0.4800
H 1.844 6.970 4.852 0.1797
H 0.857 9.031 4.390 -0.4507
H 2.171 9.203 3.182 0.3256
H 0.499 9.539 2.753 -0.3762
H 2.266 5.958 1.804 0.5073
H 2.067 7.609 1.081 0.6393
H 3.048 7.469 2.425 0.1731
H -2.996 8.079 3.984 0.2499
H -2.170 8.867 2.614 0.5142
H -1.404 8.581 4.227 -0.4800
H -0.587 8.491 1.142 0.1210
O 4.788 9.597 1.744 -0.4633
H 5.395 10.294 1.496 0.2228
H 4.013 9.751 1.204 0.3584
O 0.468 4.946 0.198 -0.8475
H 0.252 5.673 0.783 0.5648
H 1.421 4.981 0.115 0.1765
O 3.094 5.055 -0.790 0.5519
H 2.737 4.489 -1.475 -0.2045
H 3.903 5.404 -1.164 -0.0481
O 4.510 4.238 1.415 -0.7481
H 4.403 3.300 1.260 0.3509
H 3.967 4.656 0.746 0.1466
O 4.903 5.610 4.177 -0.5018
H 4.628 5.371 3.292 0.2518
H 5.472 4.892 4.454 0.2370
O 2.652 10.636 0.433 -0.5083
H 2.526 10.029 -0.297 0.3346
H 1.773 10.769 0.789 0.1257
O 5.176 8.835 4.309 -0.6533
H 4.691 9.309 3.633 0.3066
H 5.211 7.932 3.991 0.3686
O 4.393 5.998 7.276 -0.5949
H 5.302 5.722 7.166 0.2815
H 4.113 6.261 6.400 0.2920
```



# 3
The following is a DFT calculation (ωB97M-V with the def2-TZVPD basis set) of 2 unconnected molecules or ions with the total composition C3H11N2O in a non-equilibrium geometry.

Properties
Lowest unoccupied orbital energy (eV): -3.26
Net charge: +1
HOMO-LUMO gap (eV): 9.914
HOMO (hartree): -0.48429
M (g mol⁻¹): 91.1
F_max (eV/Å): 4.0

The geometry in XYZ format:
```
17
Properties=species:S:1:pos:R:3:nbo_charge:R:1
C 0.646 1.559 1.563 -0.6635
C 0.321 0.101 1.140 0.2490
C 0.017 -0.234 -0.133 -0.1616
N -0.834 -1.278 -0.661 -0.6537
N -0.122 -0.833 2.138 -0.8953
H -0.336 2.058 1.950 0.2472
H 1.401 1.801 2.366 0.2605
H 0.921 2.046 0.632 0.2334
H 0.036 0.555 -0.925 0.2328
H -1.729 -0.893 -0.663 0.4282
H -0.848 -1.450 -1.655 0.4641
H -0.947 -2.021 -0.064 0.4417
H -0.469 -0.510 3.124 0.4185
H 0.438 -1.631 2.257 0.3947
H 0.463 -0.392 -4.169 0.4919
H 0.768 0.972 -3.558 0.4935
O 0.273 0.150 -3.342 -0.9813
```